(1)
{"formula": "C10H15N3OPZr", "method": "ωB97M-V/def2-TZVPD", "total_energy_ev": -27690.0264, "charge": 1, "elements": ["C", "C", "C", "C", "C", "Zr", "P", "H", "H", "H", "H", "H", "H", "H", "H", "C", "N", "C", "C", "C", "N", "C", "O", "N", "H", "H", "H", "H", "H", "H", "H"], "positions_angstrom": [[0.892, 1.484, -1.208], [1.194, 2.760, -0.758], [0.836, 3.353, 0.477], [0.034, 2.756, 1.474], [-0.509, 1.485, 1.492], [-0.180, -0.001, 0.013], [0.706, -1.760, -1.754], [1.182, 1.175, -2.248], [1.768, 3.400, -1.436], [1.152, 4.391, 0.652], [-1.193, 1.121, 2.288], [-0.207, 3.366, 2.341], [1.489, -2.841, -1.238], [1.482, -1.214, -2.825], [-0.401, -2.400, -2.408], [-3.813, -3.932, 0.750], [-2.646, -3.274, 1.305], [-2.099, -3.707, 2.490], [-0.995, -3.143, 3.064], [-0.369, -2.089, 2.428], [-0.954, -1.700, 1.287], [-2.065, -2.218, 0.661], [-2.406, -1.697, -0.425], [0.732, -1.454, 2.809], [-4.121, -3.474, -0.190], [-4.645, -3.882, 1.450], [-3.605, -4.987, 0.572], [-2.616, -4.542, 2.943], [-0.579, -3.490, 3.973], [1.147, -1.750, 3.666], [1.190, -0.682, 2.360]], "forces_ev_per_angstrom": [[-0.54, -1.27, 0.07], [0.33, -0.06, -0.30], [-0.57, -0.27, 0.78], [0.70, 1.39, 0.02], [0.27, -2.46, -1.29], [-2.08, 3.07, -0.08], [0.83, -1.05, -1.11], [0.13, 0.91, 0.72], [-0.16, 0.05, 0.18], [-0.16, -0.56, -0.11], [0.35, 0.82, 0.03], [0.13, 0.42, -0.12], [-0.29, 0.22, -0.66], [-0.30, -0.63, 0.34], [0.77, 0.10, 0.18], [-0.80, -0.60, -0.17], [0.23, 0.02, 0.35], [0.23, 0.45, -0.21], [-0.74, -1.17, 0.64], [-1.06, 0.93, -2.32], [0.73, 0.19, -0.12], [1.09, 0.90, -0.09], [0.37, -0.57, 1.23], [0.11, -0.93, 0.81], [0.28, 0.12, 0.20], [0.03, 0.15, 0.02], [0.13, 0.06, -0.06], [0.05, 0.01, 0.03], [-0.02, -0.63, 0.80], [0.34, -0.05, 0.46], [-0.37, 0.45, -0.21]]}



(2)
{"formula": "C10H15N5", "method": "ωB97M-V/def2-TZVPD", "total_energy_ev": -18057.9283, "smiles": "[H]/N=C/c1cn(/C=N/CCC)nn1.C=C=C", "charge": 0, "elements": ["H", "N", "C", "C", "C", "N", "C", "N", "C", "C", "C", "N", "N", "H", "H", "H", "H", "H", "H", "H", "H", "H", "H", "C", "C", "C", "H", "H", "H", "H"], "positions_angstrom": [[3.596, 1.757, -4.142], [3.100, 1.552, -3.298], [3.575, 0.493, -2.795], [2.884, -0.042, -1.592], [1.745, 0.472, -0.826], [1.465, -0.517, 0.032], [0.396, -0.556, 0.954], [-0.510, 0.339, 0.817], [-1.484, 0.565, 1.889], [-2.061, 1.943, 1.862], [-3.030, 2.525, 0.863], [2.402, -1.523, -0.096], [3.247, -1.209, -0.957], [4.239, -0.263, -3.171], [1.131, 1.251, -1.028], [0.556, -1.294, 1.801], [-1.100, 0.435, 2.907], [-2.146, -0.307, 1.719], [-2.727, 1.904, 2.748], [-1.411, 2.739, 2.035], [-2.692, 2.587, -0.280], [-3.858, 2.003, 0.891], [-3.261, 3.573, 1.132], [-0.862, -3.225, 0.902], [-0.679, -2.643, -0.224], [-0.343, -2.184, -1.385], [-1.755, -3.397, 1.429], [0.015, -3.158, 1.576], [-0.432, -1.117, -1.551], [0.001, -2.704, -2.212]], "forces_ev_per_angstrom": [[0.26, 0.37, -0.84], [0.60, 0.00, 0.11], [-2.31, -0.83, 1.86], [-1.78, 1.30, 2.49], [3.70, -3.40, -2.36], [1.22, 0.03, -0.66], [-0.48, 1.36, 1.17], [1.94, -0.77, 0.67], [0.54, -1.49, -1.22], [-2.66, -0.09, 1.04], [4.03, 2.53, -3.40], [-1.32, -0.51, 2.62], [0.28, 0.70, -2.21], [0.96, 0.22, -0.67], [-1.57, 2.25, -0.22], [-0.18, 1.15, -1.04], [0.47, -0.18, -0.21], [-0.73, 0.84, 0.34], [0.49, 0.29, 0.12], [2.02, 0.66, 0.64], [-0.38, -0.32, 2.42], [-4.46, -2.54, -0.18], [0.15, -0.53, 0.02], [1.58, 0.63, 2.03], [-0.17, -0.87, -1.79], [-0.95, 1.69, 0.79], [-1.26, -0.63, -0.03], [-0.42, -0.58, -0.38], [0.00, 0.14, 0.05], [0.46, -1.42, -1.20]]}



(3)
{"formula": "C10H15NO", "method": "ωB97M-V/def2-TZVPD", "total_energy_ev": -14150.7469, "smiles": "Cc1ccccc1.CCC(N)=O", "charge": 0, "elements": ["C", "C", "C", "C", "C", "C", "C", "H", "H", "H", "H", "H", "H", "H", "H", "C", "C", "C", "N", "O", "H", "H", "H", "H", "H", "H", "H"], "positions_angstrom": [[0.182, 2.390, -0.823], [-1.042, 1.519, -0.706], [-2.307, 2.089, -0.436], [-3.260, 1.302, 0.180], [-3.141, -0.078, 0.259], [-1.983, -0.630, -0.285], [-0.943, 0.131, -0.803], [1.076, 1.769, -0.715], [0.189, 3.025, 0.063], [0.248, 2.921, -1.771], [-2.570, 3.055, -0.849], [-4.143, 1.823, 0.543], [-3.947, -0.720, 0.579], [-2.043, -1.713, -0.376], [-0.078, -0.347, -1.239], [1.299, -0.727, 1.739], [2.446, -1.557, 1.173], [2.740, -1.479, -0.292], [1.751, -1.882, -1.159], [3.834, -1.161, -0.721], [0.391, -1.040, 1.211], [1.446, 0.325, 1.541], [1.119, -0.970, 2.778], [3.377, -1.184, 1.619], [2.453, -2.623, 1.426], [1.977, -1.902, -2.135], [0.929, -2.338, -0.803]], "forces_ev_per_angstrom": [[0.07, -0.66, 0.01], [-0.22, 0.08, -0.60], [0.86, -0.93, -0.07], [-1.04, 0.54, -0.20], [1.01, 0.44, -0.38], [-1.17, -0.90, -0.38], [-0.62, 0.34, 0.87], [-0.05, -0.01, -0.26], [0.03, 0.47, -0.39], [-0.01, 0.38, 0.15], [0.33, 0.46, 0.86], [-0.19, -0.31, -0.21], [0.00, 0.08, 0.33], [0.63, -0.01, -0.07], [0.19, 0.18, 0.24], [-0.73, -1.42, -1.11], [1.37, 0.45, 0.94], [0.07, -0.39, -1.04], [0.15, 0.24, 0.77], [-0.14, 0.26, 0.08], [-0.10, 0.34, 0.19], [0.05, 0.27, 0.24], [0.22, 0.32, 0.29], [-0.08, -0.14, -0.03], [-0.55, 0.07, 0.12], [-0.04, -0.16, -0.14], [-0.03, 0.01, -0.20]]}



(4)
{"formula": "C10H15NO", "method": "ωB97M-V/def2-TZVPD", "total_energy_ev": -14149.8164, "smiles": "Cc1ccccc1.CCC(N)=O", "charge": 0, "elements": ["C", "C", "C", "C", "C", "C", "C", "H", "H", "H", "H", "H", "H", "H", "H", "C", "C", "C", "N", "O", "H", "H", "H", "H", "H", "H", "H"], "positions_angstrom": [[-1.814, 0.069, -4.439], [-1.683, -0.080, -2.980], [-0.477, -0.537, -2.505], [-0.262, -0.668, -1.103], [-1.356, -0.572, -0.259], [-2.619, -0.240, -0.783], [-2.802, -0.007, -2.167], [-2.873, -0.062, -4.586], [-1.183, -0.638, -4.927], [-1.579, 1.099, -4.825], [0.466, -0.700, -2.961], [0.574, -1.146, -0.724], [-1.285, -0.512, 0.783], [-3.430, -0.074, -0.096], [-3.685, 0.533, -2.490], [3.282, 1.394, 1.496], [2.553, 0.124, 1.806], [1.649, 0.139, 3.051], [0.728, -0.842, 3.160], [1.485, 1.026, 3.837], [3.092, 1.873, 0.576], [4.374, 1.225, 1.485], [3.286, 2.056, 2.430], [1.842, -0.345, 0.967], [3.301, -0.701, 1.853], [0.271, -0.821, 4.046], [1.023, -1.840, 2.953]], "forces_ev_per_angstrom": [[-0.70, 2.00, -0.38], [0.55, -0.85, -0.65], [0.96, 0.28, 3.81], [-3.00, -0.58, -1.46], [-1.25, 1.18, -1.40], [0.52, 0.27, -0.95], [0.90, 0.84, 2.28], [-0.26, -0.35, -1.04], [0.11, -0.52, -0.68], [0.01, -0.83, 0.43], [0.20, 0.00, -1.75], [2.02, -0.22, 0.50], [0.43, -0.58, 1.46], [-0.25, -0.04, 0.09], [-0.22, -0.62, -0.26], [2.05, 0.66, 2.68], [-1.28, -2.65, -1.31], [-0.40, 0.25, -0.91], [0.25, -4.43, -1.03], [1.32, 2.25, 0.72], [-0.84, 0.76, -0.73], [-0.32, -0.42, -0.36], [-0.84, -0.37, -1.53], [1.42, 1.59, 1.49], [-0.53, 0.36, 0.54], [-0.35, 0.23, 0.53], [-0.50, 1.79, -0.08]]}



(5)
{"formula": "C10H15NO2", "method": "ωB97M-V/def2-TZVPD", "total_energy_ev": -16198.6381, "smiles": "Cc1ccc(O)cc1.CCC(N)=O", "charge": 0, "elements": ["C", "C", "C", "C", "C", "O", "C", "C", "H", "H", "H", "H", "H", "H", "H", "H", "C", "C", "C", "N", "O", "H", "H", "H", "H", "H", "H", "H"], "positions_angstrom": [[-0.654, -2.295, 2.881], [-0.724, -2.008, 1.421], [-1.549, -1.061, 0.857], [-1.507, -0.766, -0.503], [-0.635, -1.453, -1.322], [-0.549, -1.194, -2.681], [0.123, -2.504, -0.814], [0.055, -2.760, 0.541], [0.331, -2.547, 3.275], [-1.244, -3.205, 3.087], [-1.173, -1.584, 3.507], [-2.270, -0.522, 1.450], [-2.215, -0.112, -0.989], [-1.418, -1.300, -3.114], [0.736, -3.057, -1.502], [0.641, -3.572, 0.967], [1.275, 2.346, 1.749], [1.247, 1.693, 0.353], [0.994, 2.767, -0.697], [0.094, 2.397, -1.648], [1.416, 3.899, -0.609], [0.322, 2.482, 2.239], [1.882, 3.250, 1.705], [1.890, 1.755, 2.436], [2.221, 1.241, 0.289], [0.448, 0.973, 0.295], [-0.027, 3.015, -2.436], [-0.095, 1.452, -1.958]], "forces_ev_per_angstrom": [[-1.06, -1.31, 0.57], [0.52, -0.14, -0.41], [-0.41, 0.63, -0.25], [-0.06, -0.51, -0.25], [-0.26, -0.61, -0.26], [-0.41, 0.08, -0.35], [-0.23, 0.67, 0.13], [0.63, -0.35, 0.29], [0.10, 0.46, -0.22], [0.17, -0.01, -0.18], [0.28, 0.65, 0.04], [-0.03, 0.14, 0.33], [-0.03, 0.42, 0.26], [0.56, 0.14, 0.46], [0.18, -0.26, 0.00], [0.03, 0.11, -0.16], [1.19, -0.37, 0.32], [-0.32, 1.08, 1.10], [-0.20, -0.49, 0.58], [-0.51, -0.06, -1.53], [0.23, 0.11, -0.24], [-0.31, 0.33, -0.20], [-0.57, 0.41, -0.16], [-0.31, -0.45, -0.06], [0.32, -0.38, -0.79], [0.04, -0.55, -0.07], [0.13, 0.45, 0.26], [0.34, -0.20, 0.79]]}



(6)
{"formula": "C10H15NO2", "method": "ωB97M-V/def2-TZVPD", "total_energy_ev": -16197.3647, "smiles": "Cc1ccc(O)cc1.CCC(N)=O", "charge": 0, "elements": ["C", "C", "C", "C", "C", "O", "C", "C", "H", "H", "H", "H", "H", "H", "H", "H", "C", "C", "C", "N", "O", "H", "H", "H", "H", "H", "H", "H"], "positions_angstrom": [[1.531, 0.978, 2.584], [0.407, 0.022, 2.396], [0.200, -0.973, 3.332], [-0.911, -1.838, 3.228], [-1.670, -1.779, 2.059], [-2.758, -2.579, 1.881], [-1.408, -0.795, 1.064], [-0.447, 0.172, 1.318], [1.594, 1.783, 1.801], [2.522, 0.528, 2.441], [1.613, 1.334, 3.610], [0.982, -1.054, 4.100], [-0.956, -2.690, 3.861], [-2.961, -3.049, 2.692], [-1.902, -1.085, 0.076], [-0.289, 0.847, 0.505], [-0.073, -0.278, -2.098], [0.055, 0.100, -3.585], [0.937, 1.348, -3.817], [0.683, 2.625, -3.352], [2.084, 1.186, -4.196], [-1.031, 0.103, -1.799], [0.720, 0.294, -1.545], [0.302, -1.255, -1.850], [0.557, -0.699, -4.175], [-0.860, 0.315, -4.155], [1.258, 3.442, -3.408], [-0.179, 2.998, -2.970]], "forces_ev_per_angstrom": [[1.64, 0.67, -0.78], [-0.03, 0.88, 0.40], [-0.36, -0.34, -0.08], [1.57, 0.73, -1.17], [-0.01, 1.31, 0.33], [-0.02, -0.22, -0.49], [-0.96, -2.24, 0.01], [-0.57, -1.68, -1.13], [-0.62, -0.40, 1.06], [-0.18, -0.55, -0.05], [-0.38, 0.54, -0.11], [-0.70, -0.24, -0.04], [-0.44, -0.47, 0.71], [0.11, -0.10, 0.09], [0.51, 1.37, 1.37], [0.43, 0.72, 0.00], [1.78, 2.08, -0.42], [0.46, 0.53, -1.52], [2.48, 0.36, 1.22], [-2.76, 0.60, 0.83], [-0.04, -0.53, -0.85], [-0.45, -0.70, 0.89], [-0.82, 0.05, -0.39], [-1.07, -0.84, -0.16], [-0.15, 0.68, 0.47], [-0.37, -0.39, 0.72], [1.34, -0.68, -0.70], [-0.39, -1.15, -0.21]]}